{
  "formula": "C4H4O2",
  "method": "wB97M-V/def2-TZVPD",
  "lumo_energy_ev": 0.699,
  "e_tot_ev": -8305.1337,
  "fmax_ev_per_a": 7.37,
  "homo_lumo_gap_ev": 10.93,
  "e_homo_ev": -10.2,
  "smiles": "O=C1CC=CO1",
  "de_lowest_kcal_mol": 44.82,
  "elements": ["O", "C", "C", "C", "C", "O", "H", "H", "H", "H"],
  "positions_angstrom": [[2.49, -0.18, -0.17], [1.31, -0.33, 0.09], [0.28, 0.81, 0.12], [-1.07, 0.22, -0.12], [-0.78, -1.03, -0.23], [0.66, -1.45, 0.15], [0.11, 1.62, 0.95], [0.70, 1.53, -0.80], [-2.08, 0.68, -0.05], [-1.63, -1.87, 0.07]],
  "nbo_charge": [-0.564, 0.779, -0.575, -0.261, 0.084, -0.467, 0.264, 0.258, 0.258, 0.224]
}